This record from the Open Molecules 2025 dataset describes the ion C8H11N2O with charge +1 in a non-equilibrium geometry. The level of theory is ωB97M-V with the def2-TZVPD basis set.

Positions of all 22 atoms, in Å:
1 C -1.83068 -1.69282 -1.20334
2 H 0.23618 -2.06214 -1.99966
3 H 2.17332 -1.18388 0.45339
4 H -2.35516 -2.28167 -1.82304
5 H 1.54364 1.31742 -0.11926
6 H 0.93050 0.81594 1.96755
7 C -1.75323 -0.15210 0.61378
8 O -1.28986 2.74824 1.06655
9 C -0.39131 -0.04024 0.48148
10 H 2.17776 1.16022 -1.63071
11 H -0.16330 2.67727 2.59517
12 C -0.41762 -1.61668 -1.34062
13 H 3.19983 0.80701 -0.29707
14 H 2.12252 -1.28034 -1.40590
15 N 2.28354 0.87093 -0.67132
16 C -2.43850 -1.03283 -0.15771
17 C -0.49208 2.17122 1.71840
18 H -2.39352 0.32881 1.28172
19 C 0.30077 -0.82978 -0.42864
20 H -3.53311 -1.03704 0.07122
21 N 0.19243 0.98998 1.31678
22 C 1.89789 -0.67754 -0.48877

The calculation puts the HOMO energy at -12.724 eV. Its frontier orbital gap is 0.337 Ha. Its energy above the lowest of the compared OMol25 structures with the same formula, charge and spin is 54.1 kcal per mole. The SMILES is [NH3+]Cc1ccccc1NC=O. For the total energy, the calculation gives -13494.02840 eV. The total charge is +1.